No. 1
Molecular formula: C12H21N4O5PW
Method: DFT, the ωB97M-V functional and the def2-TZVPD basis

The net charge is +4. The electronic energy comes out at -1471.88477 hartree. Its maximum force is 0.0190 hartree/bohr. The HOMO energy comes out at -21.013 eV. The calculation puts the energy relative to the best compared isomer or geometry (same formula, charge and spin) at 0.164 eV. The lowest unoccupied orbital energy is -12.36 eV.

Each line ends with the natural charge from an NBO analysis.
Cartesian coordinates (Å):
1 W 0.03431 -0.68438 0.10138  1.58
2 P 2.06642 0.26375 0.26551  0.31
3 O 0.22390 -2.61565 0.86873  -0.64
4 O -1.09002 -0.43537 1.86302  -0.74
5 O -0.72512 0.25334 -1.07156  -0.60
6 O 0.17076 -2.33717 -1.27390  -0.58
7 O -3.71900 0.50086 -1.78664  -0.16
8 N 3.44776 2.43252 -1.02252  -0.45
9 N -2.34819 -2.19930 -0.11838  -0.47
10 N 5.62877 1.52075 -1.55159  -0.27
11 N 5.26077 2.59340 0.56104  -0.27
12 C 5.47713 2.37208 1.79271  0.18
13 C -3.19425 -1.97954 -1.28802  -0.39
14 C -3.45156 -0.55020 -1.56132  0.97
15 C -2.03565 -1.52592 2.27992  -0.09
16 C 4.35254 2.16193 -2.08492  -0.05
17 C 6.26596 2.30721 -0.47993  -0.08
18 C 6.18845 0.49640 -2.06373  0.18
19 C 4.00457 3.25426 -0.01084  -0.05
20 C -1.65703 -3.53923 -0.23133  -0.31
21 C -0.25257 -2.97879 -0.26820  0.79
22 C 2.15578 1.75228 -0.88432  -0.49
23 C -3.01548 -1.89636 1.17666  -0.27
24 H -3.71525 -1.07251 1.01297  0.23
25 H 1.40467 2.49261 -0.60375  0.27
26 H 7.12448 1.78580 -0.06218  0.27
27 H -1.39169 -2.34897 2.57162  0.25
28 H 4.70277 3.08588 -2.55851  0.25
29 H 5.72237 -0.00149 -2.90895  0.26
30 H 6.58251 3.26133 -0.91040  0.28
31 H 4.73081 2.64870 2.53120  0.25
32 H -2.70894 -2.33542 -2.20658  0.34
33 H 7.13475 0.12891 -1.67496  0.26
34 H 6.41157 1.92408 2.12247  0.26
35 H -1.37034 0.43046 2.19981  0.56
36 H -4.19634 -2.43793 -1.23722  0.32
37 H 3.93432 1.50547 -2.84311  0.26
38 H -3.60373 -2.74515 1.54235  0.27
39 H 4.38033 4.19930 -0.41789  0.25
40 H 3.32641 3.46126 0.81300  0.26
41 H 1.86621 1.40972 -1.87890  0.27
42 H -1.82675 -4.15031 0.65196  0.28
43 H -2.56718 -1.15955 3.15602  0.27
44 H -1.94133 -4.08703 -1.12610  0.27

Atoms 1-2, force components in eV/Å:
0.8 0.0 -0.6
-0.1 0.0 0.3

=====

No. 2
Molecular formula: C12H21N5RhSbSe5
Method: DFT, the ωB97M-V functional and the def2-TZVPD basis

The net charge is 0. The electronic energy comes out at -13101.65380 hartree. Its maximum force is 0.0088 hartree/bohr. The HOMO energy (spin up / spin down) comes out at -7.291 / -7.287 eV. The calculation puts the energy relative to the best compared isomer or geometry (same formula, charge and spin) at 0.000 eV. The lowest unoccupied orbital energy (spin up / spin down) is -0.09 / -1.50 eV. The expectation value of S² is 6.016. The spin multiplicity is 5.

Each line ends with the Löwdin spin population.
Cartesian coordinates (Å):
1 Sb 0.44232 1.15606 -4.21124  0.04
2 Rh 0.47775 -0.14467 -0.51995  2.21
3 Se 0.01542 0.49430 -6.58516  0.89
4 Se -0.96736 2.97447 -3.50615  0.02
5 Se 0.00507 -0.90629 -2.82762  0.31
6 Se 3.00329 -0.40998 0.34368  0.10
7 Se 2.83879 1.49270 -4.34171  0.09
8 N -0.06269 0.26891 1.86405  0.05
9 N -0.89128 1.67523 -0.43589  0.09
10 N -0.76328 -1.97863 0.21258  0.08
11 N 2.60599 2.02403 -1.09429  0.04
12 N 2.59844 2.36056 1.06143  0.00
13 C 2.31622 3.58796 0.46377  0.00
14 C -0.63900 -0.95334 2.42335  0.00
15 C -0.86374 1.48764 1.98994  0.00
16 C 2.76391 1.42704 0.09124  0.02
17 C 1.78721 5.63400 -1.27740  0.00
18 C 2.31886 3.37139 -0.91310  0.00
19 C 2.84486 2.18388 2.47687  0.00
20 C 2.05950 4.83797 1.00739  0.00
21 C -1.52311 -1.68749 1.42900  0.01
22 C 2.05063 4.38630 -1.81798  0.01
23 C 1.79374 5.85684 0.10542  0.00
24 C -1.73028 1.73272 0.75942  0.01
25 H 2.06601 5.01319 2.07514  0.00
26 H -2.23772 2.69556 0.86269  0.00
27 H 0.19181 -1.60813 2.69694  0.00
28 H -0.34088 2.52646 -0.53632  0.00
29 H -0.12905 -2.75813 0.35010  0.00
30 H -1.91719 -2.58974 1.90566  0.00
31 H 3.67315 2.82037 2.78961  0.00
32 H 1.56451 6.45779 -1.94130  0.00
33 H -1.21108 -0.74932 3.33639  0.00
34 H 3.10792 1.14348 2.65156  0.00
35 H 2.71343 1.56384 -2.02079  0.01
36 H -0.17540 2.33263 2.07878  0.00
37 H -1.36712 -2.21106 -0.56776  0.00
38 H 1.96302 2.45295 3.06131  0.00
39 H 0.85510 0.40443 2.26437  0.00
40 H 2.03693 4.19458 -2.88315  0.00
41 H -2.37876 -1.07363 1.15011  0.00
42 H -2.50315 0.97010 0.66738  0.00
43 H -1.48294 1.47280 2.89440  0.00
44 H 1.58373 6.84990 0.48002  0.00
45 H -1.43809 1.66553 -1.30325  0.00

Atoms 1-2, force components in eV/Å:
0.2 0.0 0.0
-0.2 -0.3 -0.3

=====

No. 3
Molecular formula: C12H21NSi
Method: DFT, the ωB97M-V functional and the def2-TZVPD basis

The net charge is 0. The electronic energy comes out at -813.90382 hartree. Its maximum force is 0.0888 hartree/bohr. The HOMO energy (spin up / spin down) comes out at -6.065 / -9.027 eV. The lowest unoccupied orbital energy (spin up / spin down) is 0.95 / -0.60 eV. The expectation value of S² is 2.005. The spin multiplicity is 3.

Each line ends with the Löwdin spin population.
Cartesian coordinates (Å):
1 Si 0.11259 -0.79868 -0.04263  0.50
2 N -0.97772 -1.68016 -0.94525  0.14
3 C -2.73612 2.48657 0.91920  0.03
4 C 1.76940 2.06383 -2.52734  0.00
5 C 1.16579 -1.97749 1.16308  0.12
6 C 1.15920 1.41907 -1.49838  0.02
7 C 2.86784 0.01890 -3.13357  0.00
8 C -2.12278 1.97369 2.26186  0.11
9 C 0.72173 -2.11184 2.59195  0.01
10 C -0.71093 1.52097 2.06687  0.78
11 C 2.22007 -0.60321 -2.08485  0.01
12 C -2.17881 -2.33424 -0.48120  0.02
13 C 1.30311 0.04216 -1.26505  0.07
14 C 2.55312 1.33001 -3.46037  0.00
15 H -2.49140 -3.28233 -0.93914  0.00
16 H 1.92615 3.14278 -2.56528  0.00
17 H 1.44047 -2.56114 3.30941  0.00
18 H -0.69855 -1.93838 -1.95586  0.01
19 H -0.30595 0.59868 2.44780  0.06
20 H 0.76222 1.94566 -0.61244  0.01
21 H 3.53613 -0.50471 -3.64705  0.00
22 H -3.56070 3.18558 1.04388  0.00
23 H 1.09924 -2.94108 0.57462  0.01
24 H -3.11880 -1.74736 -0.60053  0.00
25 H -2.05521 3.10320 0.46932  0.00
26 H 3.03720 1.66568 -4.29942  0.00
27 H -2.00735 2.80825 2.95699  0.04
28 H -3.06367 1.79702 0.24769  0.00
29 H -2.70873 1.13016 2.64512  0.00
30 H -2.04780 -2.39289 0.61258  0.01
31 H 0.04771 2.05771 1.61128  0.05
32 H 0.59362 -1.26675 3.15406  0.00
33 H -0.18189 -2.67747 2.71062  0.00
34 H 2.39893 -1.67211 -1.92647  0.00
35 H 2.25191 -1.80008 1.19850  0.01

Atoms 1-2, force components in eV/Å:
2.3 0.1 1.4
-0.2 -1.8 -4.2

=====

No. 4
Molecular formula: C12H22BCl4CsF4O4S
Method: DFT, the ωB97M-V functional and the def2-TZVPD basis

The net charge is 0. The electronic energy comes out at -3455.11193 hartree. Its maximum force is 0.0192 hartree/bohr. The HOMO energy comes out at -9.977 eV. The calculation puts the energy relative to the best compared isomer or geometry (same formula, charge and spin) at 0.000 eV. The lowest unoccupied orbital energy is -0.87 eV.

Each line ends with the Löwdin charge.
Cartesian coordinates (Å):
1 Cs 1.25844 -0.57110 -4.47486  1.03
2 Cl -2.22079 -2.38957 -0.54559  0.58
3 Cl 3.28353 1.41586 3.19560  0.54
4 Cl 0.77478 4.02253 2.90248  0.56
5 Cl -1.69594 -2.89746 -3.83474  0.52
6 S -0.56447 3.68716 -1.73846  0.66
7 F 1.34102 -1.20608 -1.70744  -0.10
8 F 2.78126 0.06083 -0.42335  0.15
9 F 0.57396 -0.17540 0.18263  0.10
10 F 1.16437 1.07958 -1.68682  0.06
11 O -0.32176 3.57724 -3.15106  -0.33
12 O 0.75383 -4.43442 1.03809  -0.01
13 O 0.45101 -5.53856 2.95710  0.12
14 O 0.53013 3.81815 -0.81961  -0.31
15 C 1.14112 2.59029 1.92288  -0.68
16 C -1.73329 5.00542 -1.45199  -0.22
17 C -1.65549 2.35243 -1.20091  -0.22
18 C 1.54481 1.40346 2.78576  -0.65
19 C -1.67191 -3.91629 -1.28143  -0.63
20 C 1.48792 -3.27760 0.57714  -0.15
21 C -3.06677 4.35577 -1.03932  -0.20
22 C -0.80027 -3.66700 -2.48526  -0.64
23 C -2.72193 3.02930 -0.38042  -0.22
24 C 1.59698 -3.38028 2.96284  -0.07
25 C 0.87752 -4.58062 2.38404  -0.49
26 C 2.35304 -2.82051 1.76270  -0.12
27 B 1.47943 -0.02497 -0.87678  -1.32
28 H -1.31703 5.64774 -0.68031  0.11
29 H -0.39827 -4.61315 -2.84903  0.08
30 H 0.76589 -2.51148 0.31124  0.09
31 H -3.71197 4.25486 -1.91061  0.12
32 H 1.96379 2.83551 1.25915  0.06
33 H -2.29877 3.26281 0.60211  0.12
34 H 0.98734 1.41323 3.71912  0.06
35 H -2.54560 -4.51729 -1.51266  0.07
36 H -1.07774 -4.41041 -0.51350  0.06
37 H -1.05592 1.65079 -0.63326  0.08
38 H -2.01501 1.92510 -2.13663  0.11
39 H 0.27695 2.30377 1.33452  0.05
40 H 2.10518 -3.59064 -0.26058  0.13
41 H 2.51757 -1.74855 1.74389  0.10
42 H 0.81953 -2.73405 3.37481  0.13
43 H 1.35241 0.48552 2.23990  0.04
44 H 2.26033 -3.71417 3.75421  0.12
45 H -3.52618 5.03387 -0.32120  0.11
46 H 0.04610 -3.03292 -2.22765  0.04
47 H -1.81973 5.56613 -2.37982  0.10
48 H 3.29256 -3.37582 1.74986  0.12
49 H -3.56192 2.35097 -0.23677  0.12

Atoms 1-2, force components in eV/Å:
-0.1 0.2 0.4
-0.1 0.1 0.0